Entry 1:
ORCA calculation (ωB97M-V/def2-TZVPD) on a structure of composition C29H60InN3O5 in a non-equilibrium geometry.

Calculated values
charge	+2
relative energy (zero: lowest compared OMol25 entry of this formula, charge and spin)	0.881	eV
orbital gap	1.47	eV
highest occupied orbital energy	-12.67	eV

```
98
C29H60InN3O5 | the Open Molecules 2025 dataset | ωB97M-V/def2-TZVPD
In 1.778 0.719 -3.100
C 0.597 -1.495 1.005
C 0.871 -0.516 -0.122
O 2.063 -0.372 -0.500
O -0.082 0.000 -0.749
H -0.152 -2.217 0.685
H 0.224 -0.967 1.886
H 1.486 -2.019 1.355
C 0.837 3.822 -5.901
C -0.615 3.891 -5.437
C -1.434 3.292 -6.641
C -2.846 2.867 -6.253
C -2.808 1.885 -5.097
C -2.156 2.545 -3.870
N -0.860 3.090 -4.233
O 0.036 3.294 -3.197
C -3.053 3.614 -3.215
C -2.015 1.422 -2.801
C -1.016 5.375 -5.243
H 1.512 4.171 -5.112
H 1.043 4.499 -6.728
H 1.111 2.790 -6.115
H -1.600 4.087 -7.374
H -0.960 2.529 -7.259
H -3.292 2.387 -7.128
H -3.549 3.650 -5.958
H -2.211 1.019 -5.408
H -3.772 1.411 -4.907
H -4.018 3.248 -2.861
H -2.574 4.134 -2.383
H -3.309 4.375 -3.953
H -2.959 0.882 -2.718
H -1.223 0.740 -3.120
H -1.760 1.704 -1.779
H -0.332 5.980 -4.636
H -1.940 5.570 -4.704
H -1.007 5.832 -6.231
H -0.174 4.199 -2.894
C 5.279 -5.299 0.869
C 4.280 -4.829 1.947
C 4.357 -5.795 3.116
C 5.599 -5.509 3.947
C 5.577 -4.073 4.517
C 5.511 -3.040 3.349
N 4.457 -3.445 2.404
O 4.221 -2.488 1.458
C 5.055 -1.721 4.014
C 6.950 -3.028 2.711
C 2.854 -5.040 1.361
H 5.251 -4.490 0.135
H 4.874 -6.224 0.467
H 6.303 -5.478 1.183
H 3.452 -5.907 3.717
H 4.514 -6.833 2.810
H 6.534 -5.716 3.425
H 5.670 -6.203 4.788
H 6.472 -3.866 5.102
H 4.774 -3.944 5.245
H 5.661 -1.578 4.908
H 5.352 -0.871 3.393
H 3.984 -1.673 4.187
H 7.003 -2.206 1.995
H 7.710 -2.795 3.454
H 7.147 -3.961 2.199
H 2.642 -6.103 1.256
H 2.726 -4.567 0.388
H 2.136 -4.693 2.108
H 3.317 -2.195 1.678
C -3.614 0.858 4.688
C -3.265 0.956 3.208
C -3.085 -0.511 2.751
C -2.830 -0.688 1.271
C -3.956 0.008 0.523
C -4.425 1.397 1.015
N -4.406 1.488 2.483
O -4.820 2.735 2.926
C -3.501 2.435 0.338
C -5.902 1.612 0.603
C -1.947 1.765 3.113
H -3.950 1.825 5.076
H -2.885 0.615 5.464
H -4.388 0.107 4.855
H -2.177 -0.912 3.213
H -3.915 -1.125 3.097
H -2.774 -1.747 1.017
H -1.868 -0.251 0.990
H -4.773 -0.715 0.429
H -3.629 0.083 -0.520
H -3.587 3.372 0.885
H -2.457 2.103 0.359
H -3.627 2.496 -0.741
H -6.001 1.725 -0.478
H -6.453 0.718 0.891
H -6.401 2.485 1.018
H -1.207 1.316 2.450
H -1.434 1.820 4.075
H -2.120 2.825 2.914
H -4.103 3.337 2.654
```

Atom charges from the Löwdin analysis, given in e for atoms 1 to 2: atom 1 (In): 1.071, atom 2 (C): 0.013

***

Entry 2:
ORCA calculation (ωB97M-V/def2-TZVPD) on a structure of composition C29H60InN3O5 in a non-equilibrium geometry.

Calculated values
charge	+2
relative energy (zero: lowest compared OMol25 entry of this formula, charge and spin)	2.498	eV
orbital gap	1.74	eV
highest occupied orbital energy	-12.69	eV

```
98
C29H60InN3O5 | the Open Molecules 2025 dataset | ωB97M-V/def2-TZVPD
In 23.404 15.219 -16.349
C 23.170 9.903 -16.537
C 22.442 11.203 -16.239
O 21.327 11.139 -15.719
O 23.022 12.271 -16.542
H 23.491 9.434 -15.607
H 24.102 10.052 -17.083
H 22.449 9.326 -17.117
C 28.180 15.920 -13.272
C 27.644 15.611 -14.685
C 28.800 14.987 -15.655
C 29.298 13.625 -15.261
C 28.089 12.622 -15.162
C 26.934 13.109 -14.338
N 26.548 14.560 -14.610
O 25.381 14.908 -13.970
C 25.747 12.089 -14.550
C 27.285 12.863 -12.857
C 27.129 16.974 -15.274
H 29.081 15.404 -12.941
H 27.430 15.685 -12.517
H 28.336 16.988 -13.116
H 28.448 14.874 -16.680
H 29.706 15.590 -15.595
H 29.842 13.630 -14.317
H 29.984 13.223 -16.006
H 28.451 11.682 -14.746
H 27.755 12.384 -16.172
H 24.806 12.298 -14.041
H 25.468 12.003 -15.600
H 25.951 11.042 -14.328
H 26.348 12.957 -12.307
H 27.825 11.931 -12.693
H 28.080 13.529 -12.524
H 26.632 16.635 -16.183
H 27.823 17.741 -15.617
H 26.340 17.382 -14.642
H 25.771 15.098 -13.113
C 21.736 8.959 -23.150
C 23.020 9.718 -22.719
C 22.432 10.695 -21.653
C 23.527 11.508 -20.886
C 24.549 10.571 -20.316
C 25.084 9.449 -21.308
N 23.990 8.814 -22.033
O 24.388 7.707 -22.734
C 26.303 10.130 -22.185
C 25.780 8.326 -20.367
C 23.765 10.361 -23.896
H 21.553 8.316 -22.289
H 21.920 8.339 -24.028
H 20.803 9.518 -23.226
H 21.589 11.278 -22.025
H 21.729 10.243 -20.952
H 22.947 11.995 -20.102
H 24.013 12.222 -21.550
H 24.045 10.094 -19.475
H 25.374 11.101 -19.839
H 26.341 9.561 -23.114
H 26.169 11.151 -22.543
H 27.213 10.055 -21.590
H 25.954 7.461 -21.006
H 26.702 8.634 -19.873
H 25.023 8.051 -19.633
H 24.255 11.217 -23.434
H 23.041 10.700 -24.637
H 24.390 9.627 -24.406
H 24.138 6.972 -22.169
C 17.974 10.035 -17.619
C 18.151 8.797 -16.712
C 19.502 8.174 -17.158
C 20.095 7.152 -16.179
C 20.158 7.729 -14.806
C 18.763 8.366 -14.328
N 18.270 9.271 -15.361
O 17.169 10.054 -14.940
C 17.688 7.384 -13.772
C 19.137 9.190 -13.124
C 17.082 7.728 -16.952
H 17.079 10.607 -17.377
H 17.797 9.717 -18.647
H 18.780 10.769 -17.603
H 19.345 7.676 -18.115
H 20.302 8.906 -17.270
H 21.089 6.915 -16.557
H 19.498 6.240 -16.154
H 20.935 8.490 -14.735
H 20.411 6.928 -14.112
H 17.285 6.698 -14.518
H 18.200 6.783 -13.021
H 16.832 7.897 -13.333
H 19.652 8.586 -12.377
H 19.909 9.952 -13.229
H 18.317 9.741 -12.664
H 16.086 7.941 -16.562
H 17.441 6.731 -16.696
H 16.808 7.759 -18.007
H 16.422 9.457 -14.856
```

Atom charges from the Löwdin analysis, given in e for atoms 1 to 2: atom 1 (In): 1.048, atom 2 (C): 0.011

***

Entry 3:
ORCA calculation (ωB97M-V/def2-TZVPD) on a cluster of 4 separate species, C29H61BN3O4P in total in a non-equilibrium geometry.

Calculated values
charge	0
orbital gap	6.84	eV
highest occupied orbital energy	-8.09	eV
SMILES	CCOB(O)C1=CC(=O)C(P(C)CC)=CC1=O.CCN(CC)CC.CCN(CC)CC.CCN(CC)CC

```
99
C29H61BN3O4P | the Open Molecules 2025 dataset | ωB97M-V/def2-TZVPD
C 0.119 -1.836 5.843
C -0.139 -1.097 4.549
O -1.366 -0.390 4.633
B -1.691 0.482 3.627
O -2.851 0.323 2.929
C -0.654 1.642 3.327
C -0.307 2.557 4.234
C 0.922 3.367 4.059
O 1.276 4.144 4.912
C 1.865 2.974 2.959
P 3.583 3.637 3.005
C 3.487 4.902 1.666
C 4.572 2.223 2.325
C 4.804 2.209 0.802
C 1.470 2.090 2.035
C 0.037 1.721 2.019
O -0.609 1.699 0.988
H 1.041 -2.414 5.764
H 0.278 -1.112 6.644
H -0.709 -2.490 6.107
H -0.173 -1.802 3.712
H 0.717 -0.436 4.359
H -2.726 0.361 1.973
H -0.808 2.644 5.190
H 4.399 4.939 1.076
H 2.631 4.744 1.011
H 3.341 5.865 2.153
H 5.518 2.145 2.853
H 3.985 1.332 2.563
H 5.546 1.443 0.567
H 5.207 3.152 0.446
H 3.883 1.940 0.292
H 2.101 1.711 1.245
C -3.005 -4.672 0.306
C -2.863 -3.199 -0.047
N -2.062 -2.965 -1.236
C -1.721 -1.567 -1.426
C -2.860 -0.576 -1.703
C -2.483 -3.682 -2.428
C -3.909 -3.446 -2.948
H -2.028 -5.138 0.434
H -3.558 -4.771 1.241
H -3.556 -5.226 -0.455
H -2.363 -2.694 0.786
H -3.870 -2.757 -0.117
H -0.985 -1.497 -2.232
H -1.193 -1.236 -0.524
H -3.222 -0.649 -2.727
H -2.496 0.445 -1.565
H -3.705 -0.715 -1.027
H -2.363 -4.750 -2.236
H -1.766 -3.459 -3.221
H -4.641 -3.425 -2.140
H -4.190 -4.256 -3.624
H -3.995 -2.518 -3.510
C -5.570 1.530 -2.980
C -4.615 2.671 -3.295
N -4.800 3.228 -4.623
C -3.737 4.136 -5.014
C -3.568 5.443 -4.228
C -6.150 3.660 -4.940
C -6.795 4.732 -4.048
H -5.479 0.730 -3.716
H -5.332 1.118 -1.998
H -6.610 1.856 -2.950
H -3.593 2.288 -3.241
H -4.703 3.429 -2.500
H -3.866 4.372 -6.074
H -2.798 3.577 -4.951
H -4.326 6.180 -4.490
H -2.598 5.886 -4.461
H -3.603 5.282 -3.151
H -6.795 2.779 -4.931
H -6.157 4.000 -5.978
H -6.604 4.552 -2.990
H -7.877 4.725 -4.192
H -6.447 5.735 -4.292
C 7.403 -2.471 -0.770
C 6.607 -2.269 0.510
N 5.254 -2.791 0.435
C 4.422 -2.378 1.549
C 4.793 -2.870 2.955
C 5.138 -4.184 0.039
C 5.842 -5.242 0.901
H 6.891 -2.022 -1.622
H 8.381 -1.999 -0.670
H 7.574 -3.526 -0.987
H 6.530 -1.195 0.702
H 7.181 -2.692 1.350
H 3.388 -2.666 1.336
H 4.424 -1.282 1.560
H 4.517 -3.912 3.110
H 4.253 -2.284 3.702
H 5.857 -2.761 3.162
H 5.512 -4.274 -0.983
H 4.074 -4.424 -0.033
H 6.844 -4.928 1.197
H 5.944 -6.168 0.332
H 5.280 -5.482 1.802
```

Atom charges from the Löwdin analysis, given in e for atoms 1 to 2: atom 1 (C): -0.063, atom 2 (C): -0.249

***

Entry 4:
ORCA calculation (ωB97M-V/def2-TZVPD) on a cluster of 3 separate species, C29H61ClN5O4S2 in total in a non-equilibrium geometry.

Calculated values
charge	+1
orbital gap	7.16	eV
highest occupied orbital energy	-10.20	eV

```
102
C29H61ClN5O4S2 | the Open Molecules 2025 dataset | ωB97M-V/def2-TZVPD
C -2.699 -2.732 4.462
C -2.699 -4.142 3.834
C -2.370 -4.141 2.371
C -2.780 -3.314 1.351
C -3.688 -2.140 1.327
C -2.990 -0.791 1.552
C -1.608 -0.755 0.918
S -1.893 -0.483 -0.871
C -0.607 -1.367 -1.778
S -0.984 -2.843 -2.377
N 0.610 -0.787 -2.072
C 1.122 0.130 -1.040
C 2.571 -0.246 -0.714
C 0.676 -0.232 -3.453
C 1.443 -1.172 -4.385
N -2.164 -3.808 0.212
C -1.421 -4.870 0.500
C -0.577 -5.638 -0.451
C 0.795 -4.950 -0.741
C 1.944 -5.948 -0.714
Cl 1.161 -3.676 0.479
N -1.540 -5.119 1.814
C -0.902 -6.222 2.517
H -1.988 -2.091 3.951
H -3.691 -2.297 4.378
H -2.422 -2.785 5.508
H -1.941 -4.700 4.372
H -3.669 -4.608 3.993
H -4.233 -2.081 0.389
H -4.431 -2.312 2.103
H -2.940 -0.475 2.588
H -3.585 -0.026 1.051
H -1.044 0.096 1.295
H -1.001 -1.636 1.117
H 0.561 0.058 -0.116
H 1.096 1.167 -1.373
H 2.980 0.480 -0.018
H 2.542 -1.217 -0.222
H 3.163 -0.315 -1.620
H 1.218 0.709 -3.414
H -0.323 -0.044 -3.839
H 1.590 -0.705 -5.353
H 0.898 -2.108 -4.464
H 2.390 -1.405 -3.904
H -2.241 -3.418 -0.725
H -0.365 -6.617 -0.035
H -1.137 -5.786 -1.371
H 0.743 -4.479 -1.716
H 2.874 -5.405 -0.580
H 1.845 -6.621 0.135
H 2.018 -6.500 -1.647
H 0.156 -6.009 2.643
H -1.393 -6.386 3.463
H -1.012 -7.132 1.937
C 9.356 2.482 0.889
O 9.156 3.097 -0.368
C 9.514 2.293 -1.485
C 8.293 1.843 -2.257
N 7.509 0.873 -1.501
C 6.195 0.579 -2.064
C 5.181 1.713 -2.185
O 4.697 2.201 -0.945
C 5.532 3.155 -0.308
H 9.236 3.250 1.651
H 8.625 1.688 1.082
H 10.364 2.065 0.972
H 10.124 1.439 -1.177
H 10.123 2.918 -2.144
H 8.616 1.383 -3.195
H 7.714 2.743 -2.504
H 7.386 1.212 -0.557
H 5.746 -0.193 -1.432
H 6.337 0.134 -3.054
H 4.309 1.306 -2.704
H 5.545 2.539 -2.807
H 6.067 3.776 -1.029
H 6.247 2.675 0.366
H 4.893 3.797 0.298
C -5.323 6.778 1.629
O -6.591 6.190 1.411
C -6.976 6.103 0.045
C -6.967 4.669 -0.441
N -5.610 4.145 -0.536
C -5.525 2.705 -0.754
C -6.107 1.773 0.305
O -5.405 1.768 1.537
C -5.745 2.812 2.437
H -5.230 6.965 2.697
H -4.503 6.119 1.322
H -5.231 7.731 1.101
H -6.345 6.737 -0.585
H -8.000 6.480 -0.022
H -7.434 4.626 -1.429
H -7.590 4.087 0.251
H -5.109 4.372 0.312
H -4.464 2.460 -0.857
H -5.997 2.473 -1.714
H -6.021 0.754 -0.085
H -7.176 1.945 0.477
H -6.795 3.097 2.351
H -5.113 3.690 2.289
H -5.565 2.446 3.448
```

Atom charges from the Löwdin analysis, given in e for atoms 1 to 2: atom 1 (C): -0.067, atom 2 (C): -0.148

***

Entry 5:
ORCA calculation (ωB97M-V/def2-TZVPD) on a cluster of 4 separate species, C29H62BN7O4 in total in a non-equilibrium geometry.

Calculated values
charge	0
relative energy (zero: lowest compared OMol25 entry of this formula, charge and spin)	14.411	eV
orbital gap	8.11	eV
highest occupied orbital energy	-7.64	eV
SMILES	COCCCCCCCCCBCCCCCCCCCCCCn1cccc1.NC(N)=O.NC(N)=O.NC(N)=O

```
103
C29H62BN7O4 | the Open Molecules 2025 dataset | ωB97M-V/def2-TZVPD
C -4.039 -1.043 -1.669
O -4.016 0.423 -1.558
C -2.996 1.037 -2.423
C -1.623 1.465 -1.588
C -0.603 0.204 -1.343
C 0.408 -0.091 -2.631
C 1.035 -1.617 -2.550
C 1.380 -2.066 -1.005
C 0.191 -3.023 -0.320
C -0.349 -2.308 1.053
C -0.947 -3.345 2.182
B 0.195 -4.194 3.010
C 1.395 -3.496 3.952
C 2.670 -3.268 2.947
C 3.986 -2.576 3.632
C 3.729 -1.121 4.339
C 2.654 -0.148 3.579
C 1.472 0.210 4.675
C 0.052 0.687 4.008
C -0.363 2.215 4.440
C -0.833 3.140 3.143
C 0.431 4.012 2.537
C 1.333 3.048 1.554
C 2.563 3.920 0.832
N 2.104 4.107 -0.629
C 2.720 3.455 -1.864
C 1.807 3.976 -3.129
C 0.637 4.962 -2.530
C 0.909 4.992 -0.907
H -3.362 -1.490 -2.513
H -5.130 -1.480 -1.854
H -3.696 -1.483 -0.616
H -2.687 0.403 -3.357
H -3.472 2.042 -2.852
H -1.083 2.398 -2.072
H -1.993 1.814 -0.518
H -1.272 -0.776 -1.242
H 0.012 0.342 -0.343
H -0.305 -0.076 -3.586
H 1.215 0.744 -2.785
H 0.381 -2.418 -3.135
H 2.076 -1.570 -3.129
H 1.631 -1.125 -0.326
H 2.369 -2.730 -1.074
H 0.602 -4.126 -0.154
H -0.679 -3.037 -1.121
H 0.522 -1.656 1.542
H -1.208 -1.526 0.804
H -1.595 -2.707 2.945
H -1.711 -4.052 1.611
H 0.196 -5.374 2.902
H 0.923 -2.519 4.391
H 1.649 -4.269 4.823
H 3.004 -4.345 2.570
H 2.423 -2.649 1.975
H 4.844 -2.593 2.837
H 4.335 -3.312 4.505
H 4.776 -0.550 4.315
H 3.488 -1.271 5.494
H 3.207 0.882 3.344
H 2.258 -0.540 2.550
H 1.896 1.129 5.308
H 1.342 -0.667 5.475
H 0.075 0.600 2.842
H -0.820 -0.020 4.410
H 0.468 2.799 5.039
H -1.310 2.158 5.162
H -1.284 2.445 2.300
H -1.698 3.887 3.483
H 1.132 4.475 3.359
H -0.054 4.915 1.934
H 1.774 2.095 2.072
H 0.602 2.659 0.696
H 3.546 3.245 0.894
H 2.726 4.963 1.371
H 3.638 2.720 -1.863
H 1.899 3.701 -4.281
H -0.200 5.507 -3.152
H 0.201 5.606 -0.201
N 6.653 1.738 5.584
C 6.454 0.935 6.644
N 7.483 0.885 7.509
O 5.423 0.302 6.809
H 7.495 2.267 5.432
H 5.903 1.805 4.909
H 7.374 0.291 8.321
H 8.340 1.399 7.391
N -5.124 -0.426 -6.949
C -4.597 -0.086 -5.758
N -5.505 0.193 -4.806
O -3.394 -0.036 -5.559
H -6.112 -0.472 -7.133
H -4.475 -0.644 -7.694
H -5.151 0.453 -3.894
H -6.500 0.157 -4.951
N -5.915 -3.104 -9.362
C -7.190 -2.753 -9.608
N -7.868 -3.618 -10.383
O -7.691 -1.732 -9.164
H -5.485 -3.941 -9.718
H -5.369 -2.480 -8.782
H -8.832 -3.391 -10.593
H -7.473 -4.464 -10.758
```

Atom charges from the Löwdin analysis, given in e for atoms 1 to 2: atom 1 (C): -0.137, atom 2 (O): -0.253

***

- What is the formula in the second record?
  C29H60InN3O5

***

- Look up the highest occupied orbital energy of the first one.
  -12.67 eV